Arrangement 1

Entry from the Open Molecules 2025 dataset: a 2-piece molecular cluster, C4H12NO2 overall (the ωB97M-V functional and the def2-TZVPD basis).

Results
LUMO energy   4.20 eV
2S+1   1
HOMO level   -3.087 eV
Total charge   -1

Last column: Mulliken charge in e.
Cartesian coordinates (Å):
C: 1.285 1.553 -1.373  -0.651
N: 1.558 0.090 -1.309  -0.378
C: 0.517 -0.980 -1.462  -0.965
C: -0.445 -1.232 -0.316  -0.230
C: -1.260 0.107 0.035  -0.765
O: -0.465 0.836 0.902  -0.871
H: 0.211 1.707 -1.425  0.152
H: 1.617 1.926 -0.411  0.289
H: 1.631 1.927 -2.339  0.272
H: 2.013 -0.177 -0.440  0.268
H: 0.019 -0.800 -2.424  0.399
H: 1.115 -1.869 -1.718  0.341
H: 0.116 -1.550 0.569  0.291
H: -1.265 -1.924 -0.603  0.278
H: -2.267 -0.066 0.474  0.295
H: -1.374 0.614 -0.937  0.343
H: -0.662 -0.063 2.125  0.454
H: -1.105 0.338 3.580  0.255
O: -0.891 -0.451 3.074  -0.777


Arrangement 2

Entry from the Open Molecules 2025 dataset: a 2-piece molecular cluster, C4H12NO2 overall (the ωB97M-V functional and the def2-TZVPD basis).

Results
LUMO energy   3.75 eV
2S+1   1
HOMO level   -2.772 eV
Total charge   -1

Last column: Mulliken charge in e.
Cartesian coordinates (Å):
C: -1.975 -0.074 -2.106  -1.139
C: -1.620 -0.982 -0.904  -0.435
N: -0.256 -0.757 -0.470  -0.310
C: -0.034 0.209 0.629  -0.265
C: 1.333 0.943 0.480  -0.823
O: 2.355 0.061 0.385  -0.909
H: -2.954 -0.284 -2.564  0.390
H: -2.010 1.000 -1.945  0.289
H: -1.393 -0.298 -3.016  0.289
H: -1.838 -2.021 -1.166  0.289
H: -2.243 -0.800 -0.026  0.326
H: 0.320 -0.405 -1.227  0.206
H: -0.844 0.954 0.664  0.285
H: -0.094 -0.407 1.541  0.206
H: 1.334 1.527 1.440  0.237
H: 1.220 1.602 -0.431  0.380
H: 3.556 0.229 3.202  0.279
H: 2.420 -0.268 2.288  0.427
O: 2.721 -0.230 3.224  -0.719


Arrangement 3

Entry from the Open Molecules 2025 dataset: a 2-piece molecular cluster, C4H12NO2 overall (the ωB97M-V functional and the def2-TZVPD basis).

Results
LUMO energy   4.19 eV
2S+1   1
HOMO level   -3.066 eV
Total charge   -1

Last column: Mulliken charge in e.
Cartesian coordinates (Å):
C: 0.180 -1.108 -1.063  -0.759
O: -0.924 -0.734 -0.523  -0.828
C: 1.595 -0.592 -0.264  -0.736
C: 1.729 1.040 -0.309  -0.679
C: 0.901 1.667 0.696  -0.333
N: -0.574 1.658 0.428  -0.751
H: 0.333 -2.241 -1.116  0.290
H: 0.366 -0.545 -1.988  0.362
H: 1.625 -0.957 0.730  0.431
H: 2.427 -1.024 -0.910  0.330
H: 2.867 1.277 -0.396  0.302
H: 1.420 1.384 -1.310  0.287
H: 1.255 2.669 0.626  0.239
H: 1.056 1.164 1.706  0.240
H: -1.072 1.177 1.185  0.330
H: -0.817 1.258 -0.438  0.326
H: -1.545 -1.730 0.533  0.417
H: -2.986 -1.111 0.258  0.295
O: -2.495 -1.637 0.994  -0.762


The structure with the greatest stability is arrangement 2.


Arrangement 1

Entry from the Open Molecules 2025 dataset: a 2-piece molecular cluster, C4H12NO2 overall (the ωB97M-V functional and the def2-TZVPD basis).

Results
LUMO energy   4.04 eV
2S+1   1
HOMO level   -3.111 eV
Total charge   -1

Last column: Mulliken charge in e.
Cartesian coordinates (Å):
C: 0.251 0.723 -0.627  -0.374
N: -1.127 0.493 -1.103  -0.719
C: -2.004 1.021 0.078  -0.595
O: -1.831 0.382 1.112  -0.765
C: 1.285 -0.188 -1.308  -0.402
C: 2.198 -0.727 -0.208  -0.935
H: 0.245 0.375 0.451  0.137
H: 0.494 1.769 -0.872  0.356
H: -1.202 -0.514 -0.895  0.336
H: -3.095 1.112 -0.429  0.258
H: -1.799 2.128 0.004  0.283
H: 0.788 -0.974 -1.859  0.305
H: 1.753 0.415 -1.991  0.245
H: 2.979 -0.212 0.305  0.344
H: 2.621 -1.754 -0.325  0.300
H: 1.599 -0.763 0.730  0.190
H: -1.549 -0.792 2.875  0.336
H: -0.812 -1.155 1.543  0.414
O: -0.794 -1.339 2.518  -0.714


Arrangement 2

Entry from the Open Molecules 2025 dataset: a 2-piece molecular cluster, C4H12NO2 overall (the ωB97M-V functional and the def2-TZVPD basis).

Results
LUMO energy   3.56 eV
2S+1   1
HOMO level   -2.978 eV
Total charge   -1

Last column: Mulliken charge in e.
Cartesian coordinates (Å):
C: 0.772 0.006 -1.049  -0.673
N: 0.441 1.266 -0.347  -0.480
C: -0.111 1.082 1.010  0.034
O: 0.667 1.486 2.032  -0.955
C: -0.392 -1.063 -1.200  -0.298
C: 0.017 -2.174 -2.175  -1.038
H: 1.182 0.105 -2.109  0.316
H: 1.423 -0.543 -0.384  0.413
H: 1.363 1.679 -0.010  0.255
H: -1.182 1.401 1.073  0.221
H: -0.306 -0.088 1.258  -0.114
H: -1.198 -0.440 -1.748  0.172
H: -0.704 -1.395 -0.220  0.347
H: 1.105 -2.617 -2.032  0.243
H: -0.699 -3.118 -2.043  0.277
H: 0.007 -2.130 -3.329  0.302
H: -1.554 2.140 3.957  0.249
H: -0.144 1.928 3.324  0.438
O: -0.687 2.474 3.993  -0.707


Arrangement 3

Entry from the Open Molecules 2025 dataset: a 2-piece molecular cluster, C4H12NO2 overall (the ωB97M-V functional and the def2-TZVPD basis).

Results
LUMO energy   4.37 eV
2S+1   1
HOMO level   -3.670 eV
Total charge   -1

Last column: Mulliken charge in e.
Cartesian coordinates (Å):
N: -1.453 0.925 -2.372  -0.776
C: -2.066 1.118 -1.059  -0.391
O: -1.508 0.293 -0.043  -0.603
H: -0.405 0.961 -2.241  0.430
H: -1.680 -0.050 -2.724  0.230
H: -1.969 2.153 -0.810  0.258
H: -3.119 0.871 -1.148  0.316
C: 1.802 0.255 0.243  -0.453
O: 0.855 0.519 -0.746  -0.844
C: 1.167 -0.312 1.532  -0.566
C: 0.527 -1.686 1.304  -0.971
H: 2.585 -0.490 -0.130  0.217
H: 2.350 1.178 0.509  0.230
H: -0.458 0.342 -0.249  0.420
H: 1.929 -0.365 2.350  0.361
H: 0.386 0.423 1.843  0.293
H: 1.270 -2.473 1.079  0.335
H: -0.047 -2.007 2.214  0.236
H: -0.166 -1.656 0.449  0.279


The structure with the greatest stability is arrangement 3.


Arrangement 1

Entry from the Open Molecules 2025 dataset: a 2-piece molecular cluster, C6H6N2O2 overall (the ωB97M-V functional and the def2-TZVPD basis).

Results
LUMO energy   0.33 eV
2S+1   1
HOMO level   -9.624 eV
SMILES   O=c1cc[nH]c(=O)[nH]1.C#C
Total charge   0

Last column: Mulliken charge in e.
Cartesian coordinates (Å):
O: 0.531 -0.701 1.018  -0.556
C: 0.493 0.447 0.567  0.436
C: 0.164 1.705 1.266  -0.421
C: -0.281 2.749 0.654  0.024
N: -0.135 2.920 -0.750  -0.025
C: 0.358 1.954 -1.373  0.396
O: 0.166 2.149 -2.636  -0.719
N: 0.880 0.819 -0.814  -0.119
H: -0.132 1.626 2.377  0.283
H: -0.799 3.526 1.378  0.266
H: -0.261 3.700 -1.284  0.141
H: 1.215 0.127 -1.533  0.288
C: -0.777 -4.907 0.710  -0.416
C: -0.256 -5.583 -0.147  -0.247
H: -1.292 -4.402 1.567  0.317
H: 0.127 -6.128 -0.999  0.351


Arrangement 2

Entry from the Open Molecules 2025 dataset: a 2-piece molecular cluster, C6H6N2O2 overall (the ωB97M-V functional and the def2-TZVPD basis).

Results
LUMO energy   -0.20 eV
2S+1   1
HOMO level   -9.386 eV
SMILES   O=c1cc[nH]c(=O)[nH]1.C#C
Total charge   0

Last column: Mulliken charge in e.
Cartesian coordinates (Å):
O: -1.232 -0.615 -2.645  -0.555
C: -0.828 -0.637 -1.517  0.495
C: -1.373 -0.224 -0.185  -0.795
C: -0.352 -0.175 0.801  -0.104
N: 0.905 -0.720 0.833  -0.131
C: 1.257 -1.535 -0.254  0.400
O: 2.229 -2.268 -0.320  -0.631
N: 0.554 -1.260 -1.320  -0.157
H: -2.230 0.330 -0.176  0.455
H: -0.604 0.345 1.754  0.431
H: 1.078 -0.889 1.844  0.289
H: 0.564 -1.858 -2.191  0.297
C: -0.216 2.916 1.025  -0.369
C: 0.180 1.849 0.650  -0.798
H: -0.624 3.740 1.424  0.476
H: 0.692 1.002 0.277  0.699


The structure with the greatest stability is arrangement 1.


Arrangement 1

Entry from the Open Molecules 2025 dataset: one molecule with the formula C6H6N2O2 (the ωB97M-V functional and the def2-TZVPD basis).

Results
LUMO energy   0.57 eV
2S+1   1
HOMO level   -9.748 eV
SMILES   N#C[C@]12CN3[C@H]1[C@@H]3O[C@H]2O
Total charge   0

Last column: Mulliken charge in e.
Cartesian coordinates (Å):
N: -3.466 0.004 -0.576  -0.498
C: -2.342 -0.019 -0.409  -0.048
C: -0.986 0.047 -0.241  0.793
C: -0.486 -1.329 0.385  -0.740
N: 0.500 -0.637 1.272  -0.471
C: -0.392 0.600 1.322  -0.648
C: 1.030 0.624 0.868  0.283
O: 1.208 0.933 -0.516  -0.434
C: -0.086 0.936 -1.063  0.240
O: -0.010 0.558 -2.384  -0.540
H: -1.180 -1.865 0.973  0.391
H: 0.081 -2.110 -0.152  0.233
H: -1.111 0.820 2.105  0.482
H: 1.911 0.842 1.511  0.371
H: -0.537 2.014 -1.085  0.244
H: 0.807 0.934 -2.821  0.344


Arrangement 2

Entry from the Open Molecules 2025 dataset: a 2-piece molecular cluster, C6H6N2O2 overall (the ωB97M-V functional and the def2-TZVPD basis).

Results
LUMO energy   0.54 eV
2S+1   1
HOMO level   -9.620 eV
SMILES   O=c1cc[nH]c(=O)[nH]1.C#C
Total charge   0

Last column: Mulliken charge in e.
Cartesian coordinates (Å):
O: 2.847 -0.252 -0.521  -0.576
C: 1.692 0.054 -0.608  0.436
C: 1.152 1.407 -0.552  -0.386
C: -0.167 1.681 -0.661  -0.126
N: -1.107 0.670 -0.798  -0.023
C: -0.780 -0.663 -0.909  0.363
O: -1.577 -1.537 -1.165  -0.595
N: 0.592 -0.879 -0.676  -0.255
H: 1.926 2.214 -0.455  0.322
H: -0.543 2.737 -0.593  0.326
H: -2.076 0.827 -0.819  0.177
H: 0.880 -1.848 -0.750  0.273
C: -1.082 -0.852 2.564  -0.262
C: -0.365 -1.152 1.609  -0.564
H: -1.455 -0.590 3.473  0.469
H: 0.063 -1.818 0.862  0.423


The structure with the greatest stability is arrangement 2.